Molecular formula: C14H32BaNO6
Method: DFT, ωB97M-V with the def2-TZVPD basis set

Properties
HOMO-LUMO gap = 3.40 eV
LUMO level = -5.52 eV
F_max = 7.2 eV/Å
Highest occupied orbital energy = -8.9 eV
Energy relative to the best compared isomer or geometry (same formula, charge and spin) = 92.0 kcal/mol
Net charge = +1

CARTESIAN COORDINATES (ANGSTROEM)
Ba: 0.784379 2.229719 5.318628
O: 1.455892 -0.466809 1.620011
C: 1.318694 0.860063 1.668015
O: 1.263402 1.416465 0.563574
O: 1.427120 1.491713 2.692875
H: 1.384875 -0.395563 0.665293
C: 5.707150 1.203907 0.936442
C: 4.861039 1.407527 -0.317915
O: 3.863551 2.216164 0.137527
H: 5.027572 0.857525 1.715093
H: 6.207094 2.097513 1.310093
H: 6.443636 0.412610 0.796635
H: 4.454140 0.462890 -0.678736
H: 5.442978 1.906841 -1.092607
H: 3.054861 1.734544 -0.051308
C: 3.969077 -0.800447 6.628019
C: 3.030491 -1.230354 5.472259
O: 2.629651 -0.036082 4.850321
H: 3.964964 -1.744676 7.172554
H: 3.487527 -0.079664 7.288846
H: 4.991821 -0.519950 6.376178
H: 2.111713 -1.559261 5.957828
H: 3.469486 -1.929989 4.760998
H: 2.972595 0.051804 3.957977
C: -2.185970 -2.412838 -2.893728
C: -1.748928 -0.964305 -2.913184
C: -2.565128 -0.277947 -4.081509
C: -4.036999 0.126109 -3.772485
C: -4.013665 1.074093 -2.564825
C: -3.423122 0.320664 -1.339035
N: -2.060164 -0.287420 -1.651287
O: -1.442640 -0.913393 -0.627192
C: -3.308463 1.375866 -0.175331
C: -4.365161 -0.899068 -0.953414
C: -0.225282 -0.723748 -3.182791
H: -1.883292 -2.837215 -3.851011
H: -3.257899 -2.604222 -2.844367
H: -1.706059 -2.920969 -2.057324
H: -2.091922 0.674686 -4.319545
H: -2.566807 -0.938064 -4.948886
H: -4.755637 -0.693383 -3.763325
H: -4.464414 0.686582 -4.603924
H: -5.052511 1.337153 -2.365578
H: -3.553061 2.047575 -2.733037
H: -3.690983 0.871123 0.711813
H: -2.286818 1.720203 -0.014807
H: -3.822159 2.287224 -0.481355
H: -4.672042 -1.487000 -1.818432
H: -4.092438 -1.481206 -0.073161
H: -5.333333 -0.470718 -0.694067
H: -0.049788 0.344820 -3.058416
H: 0.176379 -1.056514 -4.139878
H: 0.328510 -1.315914 -2.454260
H: -1.173908 -0.168663 -0.084261

Cartesian forces (eV/Å) of the 3 atoms listed first:
1.196 -1.392 -2.425
-0.297 -0.493 0.917
0.912 0.994 -3.578

Quick look at the Löwdin charges, all values in e:
1 Ba 1.936
2 O 0.118
3 C -0.899
4 O 0.007
5 O -0.183
6 H 0.101
7 C -0.088
8 C -0.344
9 O -0.077
10 H 0.053
11 H 0.074
12 H 0.067
13 H 0.118
14 H 0.111
15 H 0.043
16 C -0.067
17 C -0.272
18 O -0.242
19 H 0.078
20 H 0.062
21 H 0.084
22 H 0.112
23 H 0.138
24 H 0.072
25 C -0.038
26 C -0.497
27 C -0.111
28 C -0.182
29 C -0.145
30 C -0.413
31 N -0.166
32 O -0.015
33 C -0.020
34 C -0.032
35 C -0.021
36 H 0.086
37 H 0.071
38 H 0.083
39 H 0.111
40 H 0.114
41 H 0.102
42 H 0.104
43 H 0.115
44 H 0.119
45 H 0.071
46 H 0.070
47 H 0.073
48 H 0.054
49 H 0.079
50 H 0.073
51 H 0.084
52 H 0.079
53 H 0.069
54 H 0.082

=====

Molecular formula: C14H32Br2N3O4
Method: DFT, ωB97M-V with the def2-TZVPD basis set

Properties
HOMO-LUMO gap = 7.89 eV
LUMO level = -3.71 eV
F_max = 1.0 eV/Å
Highest occupied orbital energy = -11.6 eV
Energy relative to the best compared isomer or geometry (same formula, charge and spin) = 0.0 kcal/mol
Net charge = +1

CARTESIAN COORDINATES (ANGSTROEM)
C: -2.169229 -2.799362 3.555796
C: -1.059114 -1.755604 3.642360
N: -1.389968 -0.537074 2.855192
C: -0.355114 0.258809 2.498849
N: 0.915767 0.186208 3.017593
N: -0.569008 1.156055 1.557521
C: -2.567106 0.178194 3.302148
Br: -2.295481 1.028733 4.960486
C: -3.692699 0.217312 2.592597
C: -3.878589 -0.462273 1.256865
Br: -5.180033 1.145901 3.231289
H: -1.740311 -3.792950 3.438616
H: -2.795066 -2.625780 2.684419
H: -2.803377 -2.795781 4.440313
H: -0.871923 -1.468613 4.680263
H: -0.130429 -2.151840 3.236014
H: 1.468806 -0.473061 2.476277
H: 0.955511 0.005534 4.014182
H: -0.016345 1.999683 1.526738
H: -1.311198 0.982325 0.893093
H: -4.782930 -0.096862 0.778573
H: -3.985496 -1.539310 1.380067
H: -3.046252 -0.271421 0.577042
C: -2.420962 -0.741177 -3.033179
O: -1.634775 0.060108 -2.162987
C: -0.433960 0.544347 -2.759860
C: -0.557907 1.980072 -3.217905
O: -1.475335 2.120162 -4.281256
C: -2.744491 2.615013 -3.899023
H: -3.392669 -0.876830 -2.560953
H: -2.558069 -0.257418 -4.001798
H: -1.959210 -1.721455 -3.185629
H: -0.131903 -0.088427 -3.599190
H: 0.341754 0.468632 -1.996277
H: 0.420776 2.314713 -3.574919
H: -0.847021 2.620326 -2.374658
H: -2.693918 3.681812 -3.657042
H: -3.147199 2.071572 -3.039454
H: -3.410327 2.480905 -4.748788
C: 5.154089 -1.814559 0.094507
O: 5.469233 -0.435196 0.082425
C: 5.498898 0.133983 -1.216172
C: 4.250527 0.937606 -1.498992
O: 3.084445 0.118924 -1.514725
C: 2.357270 0.157843 -0.316527
H: 4.964704 -2.091938 1.130811
H: 4.268832 -2.033362 -0.509604
H: 5.990261 -2.414796 -0.276894
H: 5.623590 -0.645956 -1.973595
H: 6.363221 0.800963 -1.272726
H: 4.334692 1.409847 -2.480120
H: 4.143222 1.727768 -0.748152
H: 1.815097 1.109919 -0.222662
H: 3.000354 0.032137 0.561753
H: 1.626345 -0.654362 -0.342713

Cartesian forces (eV/Å) of the 3 atoms listed first:
0.010 0.010 -0.026
-0.064 -0.128 -0.030
0.389 0.337 0.906

Quick look at the Löwdin charges, all values in e:
1 C -0.039
2 C -0.195
3 N -0.067
4 C -0.424
5 N 0.194
6 N 0.280
7 C -0.763
8 Br 0.836
9 C -0.754
10 C -0.097
11 Br 0.835
12 H 0.087
13 H 0.060
14 H 0.090
15 H 0.099
16 H 0.120
17 H 0.120
18 H 0.117
19 H 0.148
20 H 0.126
21 H 0.070
22 H 0.080
23 H 0.067
24 C -0.099
25 O -0.218
26 C -0.192
27 C -0.207
28 O -0.180
29 C -0.105
30 H 0.086
31 H 0.089
32 H 0.092
33 H 0.137
34 H 0.090
35 H 0.131
36 H 0.123
37 H 0.091
38 H 0.079
39 H 0.094
40 C -0.110
41 O -0.191
42 C -0.198
43 C -0.186
44 O -0.182
45 C -0.162
46 H 0.087
47 H 0.083
48 H 0.094
49 H 0.130
50 H 0.131
51 H 0.131
52 H 0.128
53 H 0.075
54 H 0.079
55 H 0.089

=====

Molecular formula: C14H32CdN3O12S2
Method: DFT, ωB97M-V with the def2-TZVPD basis set

Properties
HOMO-LUMO gap (spin up / spin down) = 6.93 / 7.29 eV
LUMO level (spin up / spin down) = 0.17 / -0.35 eV
Multiplicity = 2
<S²> = 0.751
F_max = 4.3 eV/Å
Highest occupied orbital energy (spin up / spin down) = -6.8 / -7.6 eV

CARTESIAN COORDINATES (ANGSTROEM)
Cd: -2.348132 -2.753035 -1.863240
C: -0.351880 -0.388276 -0.364063
O: -1.003191 -1.442178 -0.997905
H: -0.736531 0.556879 -0.747239
H: -0.579252 -0.305216 0.698715
H: 0.714129 -0.263954 -0.554524
C: -5.678513 -3.030469 0.746778
C: -4.177086 -2.939171 0.977411
O: -3.423585 -2.937774 -0.016330
N: -3.734768 -2.946958 2.169253
C: -2.322001 -2.929286 2.520648
H: -6.241547 -2.977266 1.678595
H: -5.683983 -4.091425 0.496897
H: -6.027233 -2.341714 -0.022705
H: -4.369579 -2.831626 2.946303
H: -1.657722 -2.417076 1.824616
H: -1.962541 -3.936367 2.732005
H: -2.287383 -2.226873 3.353427
C: -2.232783 2.241605 -3.091901
C: -2.171229 3.146292 -4.318598
O: -1.988621 2.625353 -5.390898
N: -2.196584 4.438643 -4.127386
C: -2.212327 5.471321 -5.156166
H: -2.889271 1.381416 -3.223119
H: -2.411297 2.809794 -2.178992
H: -1.252028 1.768568 -3.042400
H: -2.371464 4.778563 -3.192521
H: -1.147934 5.673708 -5.275285
H: -2.698416 6.409197 -4.887450
H: -2.677741 5.212552 -6.107234
C: 3.342727 -1.622098 -1.254341
C: 4.469969 -2.315077 -0.578510
O: 5.648986 -2.197230 -0.944552
N: 4.093080 -3.043779 0.500043
C: 4.892886 -3.901402 1.372014
H: 3.528351 -1.579194 -2.327563
H: 3.242369 -0.594635 -0.904575
H: 2.370860 -2.115622 -1.256965
H: 3.119108 -2.987728 0.761464
H: 4.842049 -3.617529 2.423169
H: 5.860790 -3.978125 0.876657
H: 4.437280 -4.890953 1.335883
C: 2.469670 -2.925200 4.539234
C: 3.449169 -1.841173 4.496500
O: 2.595712 -0.784447 4.012645
S: 1.593104 -1.314310 2.834003
O: 2.239586 -1.271531 1.519760
O: 0.290906 -0.776024 2.932082
O: 1.724939 -2.866121 3.357453
H: 1.775582 -2.806288 5.371221
H: 2.928148 -3.907489 4.653270
H: 4.226174 -1.934432 3.737779
H: 3.890500 -1.616839 5.467579
C: 0.765327 3.650032 -1.179393
C: 0.455435 4.986989 -1.763417
O: -0.834507 5.330687 -1.172378
S: -0.874443 4.783822 0.389161
O: -2.223737 4.423109 0.793919
O: 0.006584 5.584300 1.290658
O: -0.099464 3.442995 -0.029609
H: 1.766222 3.409425 -0.821056
H: 0.583633 2.822044 -1.864614
H: 0.443990 4.963596 -2.853109
H: 1.099510 5.735000 -1.301105

Cartesian forces (eV/Å) of the 3 atoms listed first:
0.724 0.373 -0.819
-1.307 0.603 -0.839
0.818 -0.166 0.300

Quick look at the Löwdin charges, all values in e:
1 Cd 0.952
2 C -0.322
3 O -0.624
4 H 0.034
5 H 0.041
6 H 0.042
7 C 0.021
8 C -0.570
9 O -0.232
10 N 0.038
11 C -0.028
12 H 0.075
13 H 0.094
14 H 0.093
15 H 0.153
16 H 0.075
17 H 0.097
18 H 0.090
19 C 0.012
20 C -0.605
21 O 0.049
22 N 0.009
23 C -0.053
24 H 0.087
25 H 0.070
26 H 0.074
27 H 0.121
28 H 0.080
29 H 0.082
30 H 0.088
31 C -0.024
32 C -0.543
33 O 0.013
34 N -0.006
35 C -0.049
36 H 0.087
37 H 0.081
38 H 0.081
39 H 0.093
40 H 0.057
41 H 0.088
42 H 0.079
43 C -0.230
44 C -0.156
45 O -0.192
46 S 0.702
47 O -0.250
48 O -0.208
49 O -0.186
50 H 0.138
51 H 0.143
52 H 0.123
53 H 0.147
54 C -0.158
55 C -0.145
56 O -0.238
57 S 0.712
58 O -0.237
59 O -0.264
60 O -0.216
61 H 0.137
62 H 0.115
63 H 0.133
64 H 0.127

=====

Molecular formula: C14H32Cl2N4O4
Method: DFT, ωB97M-V with the def2-TZVPD basis set

Properties
HOMO-LUMO gap = 9.82 eV
LUMO level = 0.54 eV
F_max = 4.6 eV/Å
Highest occupied orbital energy = -9.3 eV
Structure (SMILES) = CNC(C)=O.CNC(C)=O.CNC(C)=O.CNC(C)=O.ClCCCl

CARTESIAN COORDINATES (ANGSTROEM)
C: 2.553860 3.190102 -2.026778
N: 3.548962 2.235549 -2.588403
C: 3.923478 1.131673 -1.909152
C: 4.813558 0.165769 -2.606687
O: 3.435517 0.870840 -0.781246
H: 2.053218 2.624913 -1.263076
H: 1.869462 3.524355 -2.811478
H: 3.057530 4.075107 -1.578106
H: 3.970888 2.420439 -3.481323
H: 5.817714 0.321438 -2.248340
H: 4.775019 0.320972 -3.686681
H: 4.545481 -0.872576 -2.380865
C: -3.674725 0.175101 1.321698
N: -4.811953 -0.658085 1.571597
C: -6.015673 -0.158505 1.023167
C: -7.303211 -0.922203 1.407452
O: -6.049461 0.842291 0.257520
H: -3.978493 1.176546 1.029778
H: -3.068286 -0.224783 0.479765
H: -2.998951 0.206169 2.196223
H: -4.760449 -1.457423 2.179937
H: -7.729631 -0.346843 2.226825
H: -7.214876 -2.011913 1.580204
H: -8.023617 -0.713210 0.625500
C: 3.958888 0.186996 2.619432
N: 3.364041 -0.679628 3.706577
C: 3.368013 -2.031420 3.596086
C: 2.570872 -2.848103 4.656535
O: 3.957213 -2.647306 2.708200
H: 3.453545 0.293391 1.648887
H: 4.947826 -0.256364 2.416025
H: 4.172861 1.187798 3.068688
H: 2.816241 -0.238026 4.446743
H: 1.581927 -2.985909 4.182890
H: 2.582543 -2.191938 5.536107
H: 2.944329 -3.805862 4.992360
C: -0.440841 -1.230675 -4.075006
N: -1.706289 -0.864090 -3.425638
C: -2.177609 0.388441 -3.410272
C: -3.424033 0.627911 -2.622472
O: -1.549662 1.366601 -3.963568
H: -0.478052 -2.270217 -4.430273
H: 0.332885 -1.245143 -3.307749
H: -0.258676 -0.563916 -4.884678
H: -2.240586 -1.529132 -2.903388
H: -3.121403 0.715581 -1.583496
H: -4.161759 -0.180281 -2.664235
H: -3.949540 1.524716 -2.888868
Cl: -0.161207 -0.185338 2.884899
C: 0.652544 -0.307981 1.284758
C: 0.800670 1.075334 0.623876
Cl: -0.728005 1.823603 0.188005
H: -0.064311 -0.826488 0.672389
H: 1.584698 -0.848714 1.395415
H: 1.322391 0.862445 -0.288842
H: 1.315125 1.767994 1.283084

Cartesian forces (eV/Å) of the 3 atoms listed first:
1.301 0.025 -0.491
-0.329 0.654 0.330
-1.973 -0.533 1.776

Quick look at the Löwdin charges, all values in e:
1 C -0.024
2 N 0.020
3 C -0.520
4 C -0.001
5 O -0.025
6 H 0.040
7 H 0.090
8 H 0.095
9 H 0.129
10 H 0.083
11 H 0.079
12 H 0.095
13 C -0.136
14 N -0.002
15 C -0.467
16 C -0.012
17 O -0.006
18 H 0.078
19 H 0.061
20 H 0.055
21 H 0.129
22 H 0.078
23 H 0.082
24 H 0.070
25 C -0.047
26 N 0.005
27 C -0.559
28 C -0.002
29 O 0.015
30 H 0.044
31 H 0.084
32 H 0.092
33 H 0.123
34 H 0.079
35 H 0.066
36 H 0.071
37 C -0.049
38 N 0.005
39 C -0.518
40 C -0.007
41 O -0.035
42 H 0.083
43 H 0.078
44 H 0.071
45 H 0.127
46 H 0.047
47 H 0.087
48 H 0.084
49 Cl 0.532
50 C -0.595
51 C -0.686
52 Cl 0.612
53 H 0.050
54 H 0.056
55 H 0.026
56 H 0.070